18
Properties=species:S:1:pos:R:3:lowdin_charge:R:1 method="wB97M-V/def2-TZVPD" homo_energy_ev=-9.162 lumo_energy_ev=0.8 homo_lumo_gap_ev=9.94 smiles="CNC(C)=O.C=C=N"
C -0.979 -0.221 2.226 -0.076
N -0.954 0.386 0.921 -0.011
C -0.006 1.277 0.547 -0.617
C -0.161 1.752 -0.883 -0.010
O 0.827 1.709 1.311 0.030
H -0.112 0.126 2.756 0.074
H -1.871 0.071 2.776 0.079
H -0.958 -1.304 2.154 0.077
H -1.552 -0.008 0.210 0.130
H 0.468 2.618 -1.044 0.077
H 0.148 0.948 -1.582 0.062
H -1.217 2.020 -1.076 0.087
C 0.519 -1.934 -2.112 -0.014
C 1.192 -1.390 -1.144 -0.278
N 1.601 -0.768 -0.193 0.186
H 0.536 -1.540 -3.104 0.045
H -0.008 -2.887 -1.942 0.065
H 2.528 -0.852 0.181 0.095